A structure of composition C26H42BN4O7P2Ru. Source: OMol25; level of theory: the ωB97M-V functional and the def2-TZVPD basis.

Summary:
**HOMO level (alpha / beta)**: -11.328 / -11.328 eV
**Molecular weight**: 696.47 g mol⁻¹
**Frontier orbital gap (alpha / beta)**: 5.7 / 5.7 eV

Structure (ORCA input):
```
! wB97M-V def2-TZVPD RIJCOSX def2/J DEFGRID3
* xyz 1 1
Ru 0.739 -1.655 -0.231
O 3.082 -3.977 1.296
P 1.529 -3.760 1.591
O 0.973 -4.564 2.665
O 1.362 -2.216 1.576
O 0.958 -4.182 0.084
P -0.445 -3.711 -0.575
O -1.194 -4.979 -1.061
O -1.177 -2.840 0.384
O 0.100 -2.811 -1.734
H 3.417 -4.786 1.708
H -0.798 -5.484 -1.785
C -4.489 0.815 -2.219
C -3.401 -0.197 -1.858
C -3.386 -1.365 -2.846
C -3.565 -0.692 -0.433
C -4.672 -1.464 -0.087
C -4.819 -1.961 1.195
C -3.850 -1.717 2.159
C -2.728 -0.954 1.866
C -1.650 -0.696 2.905
C -1.953 0.584 3.685
C -1.443 -1.877 3.848
C -2.637 -0.446 0.572
N -1.496 0.396 0.256
B -0.097 0.108 -0.110
N 0.480 1.443 -0.262
C -0.465 2.361 -0.032
C -1.670 1.719 0.267
C 1.830 1.870 -0.523
C 2.169 2.221 -1.832
C 3.476 2.653 -2.047
C 4.380 2.731 -0.999
C 3.999 2.380 0.288
C 2.709 1.934 0.559
C 2.281 1.598 1.976
C 3.314 0.755 2.722
C 1.974 2.886 2.744
C 1.197 2.124 -2.995
C 1.000 3.486 -3.659
C 1.665 1.080 -4.010
H -4.347 1.187 -3.234
H -4.489 1.670 -1.540
H -5.477 0.355 -2.165
H -2.432 0.303 -1.947
H -4.334 -1.903 -2.838
H -2.593 -2.075 -2.603
H -3.219 -1.000 -3.860
H -5.422 -1.682 -0.836
H -5.687 -2.558 1.444
H -3.963 -2.137 3.148
H -0.703 -0.557 2.373
H -2.899 0.491 4.222
H -2.030 1.458 3.034
H -1.166 0.776 4.416
H -2.290 -2.007 4.524
H -0.560 -1.703 4.463
H -1.284 -2.805 3.300
H -0.259 3.420 -0.069
H -2.623 2.166 0.500
H 3.787 2.933 -3.045
H 5.389 3.073 -1.184
H 4.718 2.456 1.093
H 1.363 1.003 1.932
H 4.244 1.300 2.886
H 3.542 -0.172 2.190
H 2.921 0.477 3.699
H 2.869 3.506 2.823
H 1.630 2.654 3.752
H 1.201 3.477 2.250
H 0.229 1.796 -2.614
H 1.929 3.846 -4.104
H 0.660 4.236 -2.943
H 0.256 3.415 -4.453
H 2.641 1.338 -4.424
H 0.958 1.008 -4.837
H 1.739 0.087 -3.557
N 3.690 -0.623 -1.123
N 2.609 -1.576 -1.165
H 3.916 -0.485 -0.144
H 3.324 0.259 -1.465
H 3.014 -2.440 -0.802
H 2.447 -1.774 -2.147
*
```

Mulliken atomic charge list, values in e, 5 entries: atom 1 (Ru): 0.0109, atom 2 (O): -0.5728, atom 3 (P): 0.8742, atom 4 (O): -0.6988, atom 5 (O): -0.2969